17 unconnected molecules or ions with the total composition C88H198F36N11P6 in a non-equilibrium geometry. Source: OMol25; level of theory: ωB97M-V/def2-TZVPD.

Total charge = +5
HOMO level = -17.2 eV
E_LUMO = -8.5 eV
Kohn-Sham gap = 8.72 eV
Max |F| = 5.2 eV Å⁻¹

Last column: Mulliken charge in e.
Positions of all 339 atoms, in Å:
C -8.133 -1.473 1.387  -1.52
C -6.908 -1.068 2.226  0.51
C -6.834 0.380 2.703  -0.46
N -5.546 0.562 3.546  0.57
C -5.742 0.051 5.005  -0.96
C -4.231 -0.092 3.024  -0.60
C -3.082 0.919 3.375  1.91
C -3.730 2.165 3.968  0.70
C -5.209 2.061 3.620  -0.54
H -9.066 -1.076 1.788  0.42
H -8.245 -2.539 1.588  0.39
H -8.144 -1.337 0.305  0.12
H -5.974 -1.178 1.675  -0.50
H -6.760 -1.755 3.059  0.55
H -7.611 0.563 3.445  0.38
H -6.997 0.918 1.769  0.35
H -5.872 -1.027 5.102  0.25
H -6.561 0.704 5.305  0.43
H -4.849 0.336 5.560  0.34
H -4.025 -1.034 3.532  0.19
H -4.175 -0.447 1.995  -0.10
H -2.383 0.390 4.022  -0.77
H -2.574 1.095 2.427  -0.65
H -3.646 2.267 5.051  0.15
H -3.372 3.069 3.476  -0.71
H -5.751 2.689 4.327  0.51
H -5.456 2.278 2.580  -0.24
C -1.488 -0.586 -2.348  -0.81
C -2.010 0.043 -3.639  0.95
C -2.096 1.584 -3.294  -1.70
N -2.470 2.427 -4.464  1.02
C -3.865 2.143 -5.025  -0.82
C -1.320 2.335 -5.534  -0.83
C -1.240 3.655 -6.170  -0.79
C -1.479 4.631 -4.942  -0.50
C -2.467 3.941 -3.972  -0.02
H -1.601 -1.668 -2.421  0.09
H -2.158 -0.210 -1.575  0.30
H -0.509 -0.118 -2.251  0.11
H -2.967 -0.459 -3.780  -0.27
H -1.368 -0.177 -4.492  0.22
H -1.103 1.973 -3.066  0.71
H -2.799 1.893 -2.521  -0.04
H -3.979 1.073 -5.198  0.19
H -3.833 2.618 -6.005  0.41
H -4.578 2.423 -4.249  0.21
H -1.468 1.443 -6.142  0.29
H -0.415 2.022 -5.012  0.50
H -2.120 3.809 -6.795  0.35
H -0.366 3.814 -6.801  0.51
H -1.965 5.565 -5.223  0.48
H -0.530 4.891 -4.472  -0.02
H -3.442 4.424 -3.907  0.29
H -1.951 4.038 -3.017  0.10
C 1.627 3.023 -0.735  -0.66
C 2.522 3.187 -1.947  1.72
C 2.967 4.671 -2.116  -1.06
N 3.907 5.035 -3.356  0.70
C 5.039 4.113 -3.514  -1.05
C 4.335 6.538 -3.252  -0.47
C 3.683 7.340 -4.419  -1.02
C 2.476 6.411 -4.763  -0.49
C 3.111 5.021 -4.660  -0.44
H 2.179 3.590 0.015  0.29
H 1.361 2.000 -0.468  -0.34
H 0.640 3.426 -0.960  0.06
H 2.033 2.909 -2.881  0.08
H 3.305 2.460 -1.732  -0.76
H 3.483 5.016 -1.219  0.03
H 2.051 5.260 -2.154  0.22
H 5.690 4.179 -2.641  0.16
H 5.675 4.361 -4.364  0.54
H 4.735 3.089 -3.730  0.39
H 5.423 6.553 -3.178  0.54
H 4.094 6.804 -2.222  0.31
H 4.495 7.566 -5.110  0.33
H 3.366 8.274 -3.954  0.38
H 2.016 6.541 -5.742  0.54
H 1.657 6.516 -4.053  0.20
H 3.843 4.892 -5.458  0.61
H 2.329 4.270 -4.557  -0.10
C 6.448 1.134 -0.437  -1.13
C 5.684 -0.006 -1.102  0.23
C 5.708 -1.251 -0.138  -0.92
N 4.925 -2.524 -0.536  0.99
C 5.450 -3.114 -1.892  -1.06
C 5.131 -3.678 0.516  -0.60
C 4.014 -4.730 0.201  -1.00
C 2.887 -3.767 -0.229  0.98
C 3.470 -2.375 -0.409  -0.51
H 7.457 0.923 -0.084  0.57
H 5.835 1.521 0.378  -0.25
H 6.582 1.997 -1.090  0.35
H 6.214 -0.206 -2.033  0.33
H 4.624 0.146 -1.309  -0.16
H 5.407 -0.971 0.872  0.08
H 6.738 -1.600 -0.203  0.77
H 4.773 -3.942 -2.098  0.45
H 6.466 -3.487 -1.762  0.19
H 5.275 -2.308 -2.604  0.37
H 6.040 -4.251 0.335  0.52
H 5.180 -3.303 1.538  0.03
H 4.350 -5.376 -0.609  0.49
H 3.757 -5.464 0.965  0.45
H 2.644 -4.167 -1.213  -0.08
H 2.030 -3.822 0.443  -0.28
H 2.940 -1.853 -1.206  0.52
H 3.270 -1.686 0.412  -0.69
C 4.089 0.273 3.727  0.49
C 5.326 1.011 4.334  -0.43
C 6.610 0.905 3.460  -0.73
N 7.877 1.357 4.101  0.46
C 7.784 2.787 4.601  -0.94
C 9.163 1.190 3.335  -0.58
C 10.261 1.183 4.293  -0.77
C 9.623 0.549 5.568  -0.70
C 8.146 0.443 5.332  -0.63
H 3.893 0.646 2.722  -0.24
H 3.280 0.643 4.357  -0.03
H 4.189 -0.799 3.894  0.06
H 5.470 0.839 5.400  0.43
H 4.982 2.043 4.399  -0.23
H 6.593 1.573 2.599  0.00
H 6.867 -0.139 3.279  0.48
H 7.119 2.902 5.457  0.38
H 7.519 3.554 3.873  0.18
H 8.699 3.126 5.087  0.51
H 9.333 1.959 2.581  0.40
H 9.248 0.296 2.717  0.43
H 10.724 2.166 4.376  0.37
H 11.105 0.559 3.998  0.34
H 9.854 1.178 6.428  0.31
H 10.147 -0.371 5.829  0.44
H 7.543 0.834 6.151  0.50
H 7.844 -0.518 4.915  0.35
C 2.634 -0.565 6.969  -1.27
C 2.232 -1.695 6.063  1.56
C 1.001 -2.471 6.643  -1.37
N 0.322 -3.414 5.583  0.69
C 1.435 -4.143 4.750  -1.14
C -0.671 -4.437 6.209  -0.70
C -1.884 -4.501 5.245  -0.47
C -1.544 -3.694 4.069  1.34
C -0.577 -2.650 4.605  -0.36
H 3.622 -0.232 6.651  0.08
H 2.891 -0.921 7.966  0.47
H 1.883 0.223 6.933  0.19
H 3.115 -2.322 5.943  0.03
H 2.034 -1.222 5.101  -0.69
H 0.162 -1.992 7.148  0.42
H 1.366 -3.276 7.280  0.53
H 2.155 -4.312 5.551  0.58
H 2.008 -3.525 4.060  0.09
H 1.010 -5.026 4.273  0.45
H -0.149 -5.392 6.263  0.40
H -0.892 -4.131 7.231  0.33
H -2.113 -5.554 5.085  0.29
H -2.750 -4.027 5.705  0.28
H -1.054 -4.291 3.301  -0.94
H -2.320 -3.173 3.508  -0.12
H -0.001 -2.094 3.865  -0.42
H -1.172 -1.891 5.113  0.31
C -0.950 2.271 6.197  -1.35
C -0.622 3.643 5.498  0.37
C 0.721 3.594 4.943  -0.78
N 1.297 4.829 4.203  1.04
C 0.589 5.227 2.868  -0.76
C 2.767 4.682 3.804  -0.40
C 3.380 6.054 3.725  -0.36
C 2.580 6.830 4.821  -1.21
C 1.311 6.022 5.144  -0.58
H -0.215 2.185 6.997  0.62
H -0.744 1.387 5.594  -0.06
H -1.955 2.264 6.619  0.42
H -0.625 4.365 6.314  0.42
H -1.359 4.011 4.784  0.07
H 0.836 2.829 4.175  -0.11
H 1.437 3.327 5.721  0.41
H 0.348 4.276 2.392  0.31
H 1.193 5.893 2.251  0.42
H -0.359 5.702 3.119  0.00
H 2.910 4.126 2.877  0.27
H 3.302 4.103 4.557  0.07
H 3.423 6.502 2.732  0.21
H 4.421 5.919 4.018  0.37
H 2.380 7.862 4.533  0.31
H 3.215 6.889 5.705  0.36
H 0.336 6.508 5.111  0.53
H 1.424 5.611 6.147  0.39
C -5.124 -2.960 -1.241  -0.79
C -6.105 -2.456 -2.308  0.21
C -5.949 -2.897 -3.771  -1.27
N -7.346 -2.935 -4.542  0.45
C -8.083 -1.581 -4.390  -1.16
C -8.221 -4.115 -3.962  -0.36
C -8.296 -5.200 -5.038  -0.78
C -7.198 -4.775 -6.040  -0.61
C -7.158 -3.239 -6.040  -0.43
H -5.515 -3.098 -0.233  -0.03
H -4.275 -2.293 -1.089  0.06
H -4.680 -3.880 -1.622  0.46
H -6.096 -1.367 -2.346  -0.22
H -7.090 -2.688 -1.903  0.43
H -5.566 -3.910 -3.893  0.60
H -5.237 -2.251 -4.285  0.31
H -8.123 -1.209 -3.366  0.39
H -9.100 -1.726 -4.754  0.50
H -7.532 -0.759 -4.848  0.40
H -9.217 -3.810 -3.643  0.43
H -7.695 -4.447 -3.067  0.19
H -9.249 -5.220 -5.567  0.34
H -8.268 -6.215 -4.641  0.38
H -7.316 -5.180 -7.045  0.51
H -6.318 -5.299 -5.665  0.20
H -8.020 -2.936 -6.634  0.41
H -6.213 -2.849 -6.416  0.26
C 4.293 -3.020 -8.003  -1.37
C 3.360 -4.008 -7.278  -0.19
C 1.912 -3.526 -7.344  -0.78
N 1.000 -4.383 -6.426  0.59
C 1.035 -5.885 -6.674  -1.09
C 1.227 -4.027 -4.920  -0.37
C 0.180 -2.996 -4.525  0.52
C -0.690 -2.708 -5.783  -0.56
C -0.449 -3.953 -6.665  -0.92
H 4.239 -2.006 -7.608  0.22
H 4.120 -3.058 -9.078  0.42
H 5.314 -3.353 -7.817  0.42
H 3.728 -4.039 -6.252  0.30
H 3.598 -4.999 -7.663  0.35
H 1.663 -3.704 -8.391  0.43
H 1.770 -2.467 -7.128  0.24
H 0.242 -6.365 -6.100  0.44
H 1.972 -6.163 -6.191  0.45
H 1.069 -6.007 -7.757  0.31
H 1.110 -4.944 -4.342  0.39
H 2.190 -3.553 -4.732  -0.13
H -0.504 -3.454 -3.811  -0.26
H 0.609 -2.081 -4.115  0.07
H -1.753 -2.543 -5.606  0.38
H -0.280 -1.760 -6.130  0.30
H -1.049 -4.805 -6.344  0.40
H -0.590 -3.762 -7.728  0.44
C -3.825 10.435 -1.720  -1.38
C -4.578 9.136 -1.262  -0.25
C -3.615 7.994 -0.891  -1.00
N -4.294 6.683 -0.319  0.62
C -5.235 6.239 -1.462  -1.34
C -4.997 6.883 1.041  -0.80
C -4.892 5.607 1.828  -0.89
C -3.486 5.090 1.522  1.25
C -3.218 5.573 0.027  -0.35
H -3.189 10.321 -2.598  0.34
H -3.305 10.850 -0.856  0.35
H -4.421 11.323 -1.928  0.40
H -5.172 8.777 -2.102  0.32
H -5.162 9.355 -0.368  0.30
H -2.961 8.290 -0.070  0.49
H -2.899 7.633 -1.629  0.53
H -4.663 6.205 -2.389  0.40
H -6.071 6.935 -1.520  0.47
H -5.560 5.227 -1.219  0.49
H -6.045 7.146 0.897  0.42
H -4.464 7.619 1.644  0.37
H -5.643 4.854 1.588  0.19
H -5.121 5.845 2.866  0.59
H -3.494 4.000 1.541  -0.52
H -2.806 5.579 2.220  -0.15
H -3.489 4.765 -0.653  -0.26
H -2.205 5.949 -0.119  0.38
C -0.762 -3.879 0.078  -0.35
C -0.658 -5.413 0.368  1.01
C -1.374 -6.264 -0.709  -1.63
N -1.814 -7.736 -0.311  0.52
C -2.856 -7.699 0.824  -0.86
C -0.512 -8.449 0.240  -0.47
C -0.689 -10.007 -0.073  -0.66
C -1.732 -10.117 -1.065  -0.65
C -2.178 -8.723 -1.415  -0.50
H -1.722 -3.578 -0.341  0.39
H -0.136 -3.720 -0.800  0.11
H -0.418 -3.239 0.891  -0.19
H -0.985 -5.671 1.375  -0.16
H 0.391 -5.698 0.285  0.14
H -0.802 -6.232 -1.637  0.14
H -2.339 -5.817 -0.947  0.52
H -2.477 -7.123 1.668  0.27
H -2.729 -8.753 1.069  0.40
H -3.795 -7.398 0.359  0.34
H -0.382 -8.386 1.321  0.22
H 0.293 -7.976 -0.322  0.45
H -0.978 -10.635 0.770  0.31
H 0.221 -10.494 -0.424  0.37
H -2.559 -10.649 -0.595  0.34
H -1.428 -10.805 -1.854  0.33
H -3.259 -8.727 -1.556  0.37
H -1.575 -8.321 -2.229  0.37
P 5.969 4.988 0.956  1.60
F 4.462 5.836 0.873  -0.35
F 5.258 3.715 0.386  -0.44
F 6.430 5.380 -0.553  -0.36
F 7.503 4.292 1.018  -0.35
F 6.641 6.365 1.618  -0.44
F 5.598 4.474 2.493  -0.42
P 5.981 -4.138 4.480  1.39
F 7.008 -3.387 3.440  -0.39
F 6.294 -3.038 5.635  -0.34
F 4.762 -3.400 3.825  -0.33
F 4.869 -4.942 5.377  -0.39
F 5.825 -5.328 3.425  -0.37
F 7.257 -5.098 4.981  -0.37
P 0.622 -0.119 1.489  1.74
F 1.486 -1.122 2.379  -0.16
F -0.783 -0.906 1.945  -0.09
F 0.575 0.787 2.948  -0.67
F -0.241 0.986 0.669  -0.24
F 1.955 0.701 1.177  -0.23
F 0.820 -1.079 0.232  -0.71
P -5.712 1.516 -0.919  1.54
F -4.446 1.428 0.112  -0.21
F -6.737 2.443 0.007  -0.40
F -5.248 2.942 -1.594  -0.45
F -6.873 1.374 -2.130  -0.51
F -4.762 0.739 -1.969  -0.15
F -6.087 0.106 -0.238  -0.49
P -5.206 -4.865 2.889  1.27
F -5.039 -4.119 4.378  -0.37
F -3.831 -5.691 3.357  -0.42
F -6.099 -6.034 3.624  -0.41
F -5.381 -5.784 1.567  -0.37
F -6.496 -4.083 2.388  -0.34
F -4.276 -3.709 2.139  -0.25
P 3.956 0.402 -4.915  1.37
F 5.504 0.821 -4.506  -0.44
F 4.329 -1.159 -4.610  -0.39
F 3.387 0.573 -3.402  -0.23
F 2.432 -0.015 -5.306  -0.46
F 3.579 1.941 -5.343  -0.29
F 4.504 0.061 -6.455  -0.44